[1]
Entry from the OMol25 dataset: a structure of composition C35H57FN9O3SiSm at a distorted geometry (ωB97M-V/def2-TZVPD).

Values from the calculation:
2S+1 ... 6
Charge ... +2
ΔE to the lowest compared entry with this formula, charge and spin ... 0.0 kcal per mole

Positions of all 107 atoms, in Å:
Sm -1.6287 1.3325 0.3261
C 1.3671 3.3430 -1.4806
C 1.5922 2.5580 -0.1692
N 0.5428 2.6644 0.8530
C 0.4195 3.9192 1.5721
C -0.7763 3.9290 2.4615
N -2.0240 3.6597 1.7265
C -2.4549 4.8325 0.9412
C -3.9020 4.7254 0.5243
C -4.4155 3.3884 -0.0303
N -3.5185 2.5959 -0.9234
C -3.1603 3.2130 -2.2029
C -2.0657 2.4364 -2.9114
N -0.8363 2.3014 -2.0937
C -0.0716 3.5628 -1.9606
H 1.9150 2.8139 -2.2667
H 1.8362 4.3230 -1.4244
H 2.5829 2.8487 0.2476
H 1.6544 1.5011 -0.4053
H 0.7858 1.9861 1.5620
H 0.3455 4.7255 0.8304
H 1.3063 4.1697 2.1813
H -0.8287 4.9048 2.9591
H -0.7115 3.1803 3.2265
H -2.7858 3.4728 2.3876
H -1.8370 4.9041 0.0262
H -2.3110 5.7702 1.4910
H -4.1003 5.5468 -0.1561
H -4.5434 4.9442 1.3961
H -5.3784 3.5554 -0.5466
H -4.5972 2.6918 0.7912
H -4.0411 1.7290 -1.0780
H -2.8515 4.2443 -1.9801
H -4.0481 3.3229 -2.8516
H -1.8667 2.9611 -3.8588
H -2.3994 1.4160 -3.1598
H -0.2265 1.6700 -2.5816
H -0.5741 4.2196 -1.2454
H -0.0738 4.0677 -2.9298
C 0.8951 0.6636 3.7390
C -0.5919 0.5802 3.8804
C -1.1368 0.3306 5.1102
C -2.5472 0.2131 5.1957
C -3.3079 0.4108 4.0931
C -2.7021 0.5858 2.8345
N -1.3503 0.7580 2.7626
N -3.4143 0.7128 1.6773
Si -5.0192 0.0093 1.5265
C -5.0258 -1.7795 2.0312
C -6.3265 0.9116 2.5176
C -5.5113 0.0382 -0.2767
H 1.3960 0.1311 4.5412
H 1.2672 1.7118 3.7790
H 1.2202 0.2316 2.7842
H -0.5021 0.2003 5.9629
H -3.0464 -0.0012 6.1474
H -4.3711 0.3882 4.1840
H -4.5250 -1.9183 2.9908
H -4.5456 -2.3925 1.2627
H -6.0429 -2.0982 2.1270
H -6.3063 0.8078 3.5930
H -7.2957 0.5805 2.1689
H -6.3023 1.9885 2.3026
H -4.6856 -0.3483 -0.9022
H -5.8411 1.0324 -0.6001
H -6.3215 -0.6313 -0.4644
C 1.3464 -6.1528 -1.1637
C 1.0980 -5.1384 -2.2791
N 0.9536 -3.7501 -1.8165
C -0.2749 -3.2650 -1.5915
C -0.5860 -2.0509 -1.0002
C -2.0397 -1.6329 -1.1072
O -2.8561 -2.4711 -1.4367
O -2.2473 -0.3892 -0.9583
C 0.4618 -1.2623 -0.4968
O 0.3329 -0.1503 0.0587
C 1.8139 -1.8214 -0.6834
C 2.9078 -1.0753 -0.2521
C 4.1607 -1.5095 -0.4973
F 5.1761 -0.7584 0.0227
C 4.4660 -2.6675 -1.2471
C 3.3577 -3.3748 -1.6748
C 2.0339 -2.9933 -1.3681
N 5.7685 -3.0928 -1.6011
C 6.9703 -2.4301 -1.0980
C 8.1784 -2.9871 -1.8667
N 7.7161 -3.4998 -3.2072
C 6.8500 -4.7141 -3.0172
C 5.9867 -4.5180 -1.7574
H 1.3744 -7.1379 -1.6065
H 0.5522 -6.1123 -0.4091
H 2.2893 -5.9623 -0.6434
H 0.1782 -5.3538 -2.8305
H 1.8807 -5.1319 -3.0426
H -1.1004 -3.8371 -1.9556
H 2.7327 -0.1946 0.3472
H 3.4854 -4.2523 -2.2854
H 7.1236 -2.6072 -0.0157
H 6.8886 -1.3656 -1.2268
H 8.6562 -3.8142 -1.3357
H 8.9612 -2.2514 -2.0706
H 8.5106 -3.6720 -3.8253
H 7.1538 -2.7510 -3.6253
H 7.5452 -5.5359 -2.9661
H 6.2427 -4.8133 -3.9186
H 6.4793 -4.9500 -0.8958
H 5.0922 -5.0992 -1.8710

=====

[2]
Entry from the OMol25 dataset: a structure of composition C35H57O3PSi2Tb at a distorted geometry (ωB97M-V/def2-TZVPD).

Values from the calculation:
2S+1 ... 7
Charge ... +1

Positions of all 99 atoms, in Å:
O -1.3603 -1.5584 -1.8294
O 0.0502 0.6468 -5.1446
C -0.3578 -2.5857 -2.1926
C -0.9784 -3.9633 -2.2919
H 0.4317 -2.5433 -1.4265
H 0.0962 -2.2542 -3.1291
H -1.2318 -4.3895 -1.3091
H -0.2694 -4.6520 -2.7638
H -1.8944 -3.9329 -2.8910
C -2.2333 -1.0833 -2.9298
C -1.9695 -1.6881 -4.2832
H -2.0903 -0.0009 -2.9682
H -3.2670 -1.2840 -2.6117
H -1.0027 -1.3569 -4.6795
H -2.7433 -1.3264 -4.9729
H -2.0365 -2.7769 -4.3129
C -0.2996 1.8908 -4.5306
C 1.4351 0.3839 -5.3704
C -1.4736 2.4756 -5.2945
H 0.5437 2.6045 -4.5354
H -0.5782 1.6788 -3.4851
H -1.1936 2.5654 -6.3455
H -1.7307 3.4681 -4.9185
H -2.3666 1.8495 -5.2565
C 1.9096 0.6396 -6.7925
H 1.5449 -0.6764 -5.1287
H 2.0538 0.9713 -4.6737
H 1.2668 0.1699 -7.5411
H 2.9220 0.2358 -6.8999
H 1.9468 1.7098 -7.0010
H 1.6432 2.2933 -0.7001
Tb -1.5244 -1.6430 0.3510
C 2.1383 1.3607 -0.9181
Si 3.9931 1.3435 -0.6138
H 1.8680 1.1213 -1.9561
H 1.6413 0.6001 -0.2835
C 4.8042 0.1552 -1.8409
C 4.4277 0.7343 1.1171
C 4.6253 3.0980 -0.8868
C -3.7265 -2.3077 0.3840
Si -4.6554 -0.7110 0.2166
H -3.9875 -2.8240 1.3280
H -3.9252 -3.0219 -0.4393
C -6.1498 -1.0023 -0.8738
C -3.7266 0.7194 -0.6012
C -5.1482 -0.0719 1.9055
H 4.2874 3.4967 -1.8546
H 5.7237 3.1163 -0.8805
H 4.2681 3.7833 -0.1045
H 4.5090 -0.8836 -1.6296
H 5.9027 0.2101 -1.7810
H 4.5046 0.3797 -2.8744
H 4.0588 -0.2850 1.3014
H 4.0290 1.3710 1.9180
H 5.5248 0.7075 1.2220
H -4.2458 0.9472 -1.5414
H -2.6597 0.5816 -0.8457
H -3.7992 1.5917 0.0599
H -6.1576 0.3603 1.8521
H -4.4486 0.7036 2.2491
H -5.1511 -0.8918 2.6343
H -6.9942 -0.3962 -0.5199
H -6.4194 -2.0654 -0.8262
H -5.9274 -0.7403 -1.9187
O -1.4295 0.4008 1.2335
C -0.2804 0.8733 1.2714
C 0.2525 1.8947 2.0820
C -0.0077 3.2383 1.7629
C 0.6891 4.2433 2.4067
C 1.6649 3.9405 3.3591
C 1.9428 2.6098 3.6780
C 1.2487 1.5624 3.0671
P 1.7655 -0.1462 3.4284
C 1.6399 -0.1450 5.2488
C 2.6748 -0.7784 5.9728
C 2.6579 -0.7685 7.3670
C 1.6093 -0.1428 8.0534
C 0.5880 0.4936 7.3400
C 0.6091 0.5092 5.9435
C 0.6585 -1.4958 2.8531
C -0.5088 -1.8556 3.5369
C -1.3162 -2.8990 3.0647
C -0.9439 -3.6376 1.9201
C 0.2414 -3.2840 1.2199
C 1.0029 -2.1761 1.6564
H -0.7470 3.4723 0.9972
H 0.4746 5.2881 2.1697
H 2.2133 4.7356 3.8638
H 2.7093 2.3931 4.4251
H 3.4930 -1.2450 5.4235
H 3.4644 -1.2470 7.9195
H 1.5940 -0.1390 9.1428
H -0.2263 0.9881 7.8687
H -0.1614 1.0534 5.3919
H -0.7707 -1.3287 4.4517
H -2.1955 -3.1877 3.6414
H -1.5289 -4.5152 1.6103
H 0.6094 -3.9047 0.3931
H 1.8865 -1.8487 1.0962

=====

| no. | DFT total energy (hartree) |
| --- | --- |
| 1 | -3133.51718 |
| 2 | -3338.08748 |